{
  "formula": "C29H49BN2O13S2",
  "method": "ωB97M-V/def2-TZVPD",
  "orbital_gap_ev": 8.32,
  "largest_force_ev_per_a": 0.988,
  "total_energy_ev": -82814.4020,
  "symbols": ["O", "C", "C", "C", "C", "S", "C", "C", "B", "O", "O", "C", "C", "N", "S", "N", "C", "H", "H", "H", "H", "H", "H", "H", "H", "H", "O", "C", "O", "C", "C", "C", "H", "H", "H", "H", "H", "H", "H", "H", "O", "C", "O", "C", "C", "C", "H", "H", "H", "H", "H", "H", "H", "H", "O", "C", "O", "C", "C", "C", "H", "H", "H", "H", "H", "H", "H", "H", "O", "C", "O", "C", "C", "C", "H", "H", "H", "H", "H", "H", "H", "H", "O", "C", "O", "C", "C", "C", "H", "H", "H", "H", "H", "H", "H", "H"],
  "coordinates": [[-2.12818, -3.56446, 0.24444], [-1.28674, -3.09211, 0.95558], [-1.13699, -1.59640, 1.10881], [-2.36056, -0.80428, 0.76259], [-3.61546, -0.97056, 1.28227], [-3.87351, -2.20536, 2.54563], [-4.72421, -0.15722, 0.84765], [-6.10696, -0.38385, 1.39886], [-7.18583, -0.54738, 0.22401], [-6.79668, -1.18092, -0.94695], [-8.47317, -0.08677, 0.39573], [-4.53982, 0.83302, -0.06118], [-3.25700, 1.07660, -0.59418], [-2.89881, 2.01715, -1.47303], [-1.33177, 1.77928, -1.74928], [-1.03561, 0.54135, -0.79709], [-2.19380, 0.24087, -0.18859], [-0.61018, -3.76938, 1.50024], [-0.74961, -1.32401, 2.08608], [-0.35057, -1.32132, 0.40662], [-3.42934, -1.53052, 3.61973], [-6.39941, 0.40732, 2.08778], [-6.15652, -1.31968, 1.95303], [-7.09105, -2.09753, -0.89504], [-8.77444, -0.34609, 1.27325], [-5.34975, 1.46683, -0.39341], [1.51851, 2.12494, -3.09524], [1.97991, 3.14704, -2.66028], [2.52227, 4.03479, -3.50904], [2.94669, 5.33940, -3.09308], [4.33618, 5.31177, -2.49732], [2.03982, 3.41276, -1.17373], [2.21828, 5.78385, -2.41358], [2.93980, 5.94313, -3.99942], [4.37096, 4.69730, -1.60457], [4.65945, 6.31642, -2.22982], [5.04494, 4.88973, -3.21286], [2.90926, 2.90001, -0.76430], [1.14222, 3.00081, -0.71770], [2.08919, 4.46437, -0.90750], [-5.85051, 2.12149, -7.70643], [-5.36695, 1.52746, -6.78237], [-4.52509, 2.17477, -5.95815], [-4.02828, 1.60551, -4.74064], [-2.81368, 0.73239, -4.98010], [-5.62636, 0.05237, -6.56944], [-4.82216, 1.07711, -4.21027], [-3.75231, 2.45470, -4.11972], [-3.04786, -0.12010, -5.61876], [-2.42439, 0.35493, -4.03524], [-2.02888, 1.30097, -5.47950], [-4.95983, -0.51568, -7.21659], [-6.65544, -0.15355, -6.85345], [-5.49978, -0.28080, -5.54227], [3.63206, 5.85087, 0.38437], [4.04475, 5.53657, 1.46794], [5.18556, 4.82981, 1.54108], [5.84786, 4.53048, 2.77312], [5.27166, 3.29659, 3.43767], [3.27152, 5.84024, 2.72950], [5.84510, 5.39938, 3.43279], [6.88539, 4.34870, 2.49861], [4.22413, 3.43354, 3.70575], [5.82941, 3.05786, 4.34374], [5.32150, 2.44497, 2.75944], [2.50025, 5.08141, 2.85585], [2.79652, 6.81078, 2.60938], [3.88132, 5.88575, 3.62831], [1.45185, -0.25407, 2.57944], [1.90532, -0.85325, 3.51582], [2.70835, -0.19502, 4.37610], [3.17085, -0.76084, 5.60509], [4.40884, -1.61104, 5.40678], [1.66945, -2.33495, 3.70968], [2.36859, -1.30539, 6.10494], [3.41060, 0.09317, 6.23656], [4.21113, -2.46533, 4.75954], [4.77272, -1.98360, 6.36457], [5.19699, -1.02342, 4.93588], [2.36931, -2.88657, 3.08369], [0.65708, -2.56700, 3.39017], [1.76607, -2.67303, 4.73813], [1.08200, -6.36585, 2.13694], [1.33397, -6.77306, 1.03487], [0.93271, -6.05501, -0.02611], [1.32231, -6.33444, -1.37358], [0.44206, -7.39145, -2.00695], [2.02144, -8.10129, 0.81878], [2.38232, -6.58903, -1.42358], [1.19938, -5.39202, -1.90396], [0.52020, -8.34627, -1.48640], [0.72207, -7.54500, -3.04928], [-0.60236, -7.08334, -1.96477], [1.27738, -8.89359, 0.88424], [2.75268, -8.23692, 1.61178], [2.54966, -8.18182, -0.12815]],
  "atomic_forces_ev_per_a": [[-0.210, -0.448, -0.477], [-0.470, 0.200, 0.121], [0.028, -0.277, 0.105], [0.015, -0.002, -0.143], [0.334, 0.202, 0.207], [0.093, -0.351, 0.094], [-0.179, -0.196, 0.443], [-0.531, 0.027, -0.740], [0.580, 0.284, 0.362], [-0.237, 0.039, 0.362], [-0.065, -0.960, -0.225], [-0.063, 0.434, -0.196], [-0.320, -0.158, 0.287], [0.197, -0.023, -0.158], [-0.037, 0.291, -0.185], [0.074, -0.015, 0.068], [0.450, -0.197, -0.165], [0.325, 0.169, 0.081], [0.035, -0.037, 0.178], [0.217, 0.118, 0.013], [-0.039, 0.209, -0.164], [0.057, 0.093, 0.106], [0.107, -0.065, 0.193], [-0.081, 0.010, -0.494], [-0.103, 0.652, 0.159], [-0.188, -0.022, 0.032], [-0.069, 0.011, -0.164], [0.220, -0.117, 0.372], [-0.197, 0.016, -0.269], [0.195, 0.186, 0.112], [0.166, -0.253, -0.204], [-0.388, 0.306, -0.002], [0.014, -0.061, 0.045], [-0.059, -0.116, -0.075], [-0.002, 0.079, 0.113], [-0.026, 0.010, 0.038], [-0.059, 0.090, -0.095], [0.015, -0.004, 0.002], [0.087, -0.200, -0.016], [0.182, -0.035, 0.010], [0.002, 0.077, -0.005], [0.063, -0.241, -0.099], [-0.062, 0.246, 0.046], [0.173, -0.132, 0.104], [-0.035, -0.064, -0.199], [-0.272, 0.024, 0.331], [0.005, -0.025, -0.034], [-0.063, 0.069, -0.057], [-0.045, -0.039, 0.067], [-0.006, -0.012, 0.007], [0.013, 0.055, 0.078], [0.014, 0.000, -0.010], [0.048, 0.028, -0.179], [0.138, -0.024, -0.048], [-0.001, 0.097, 0.086], [-0.269, -0.121, 0.183], [0.201, 0.080, -0.211], [0.018, -0.173, 0.226], [-0.148, 0.005, -0.056], [0.245, 0.330, 0.138], [-0.066, 0.000, -0.008], [-0.018, 0.043, -0.116], [0.015, 0.026, 0.056], [0.025, 0.007, -0.008], [0.056, -0.002, 0.005], [-0.002, -0.019, -0.010], [-0.119, -0.077, -0.122], [-0.029, -0.148, 0.005], [0.027, 0.060, 0.096], [0.103, -0.284, -0.135], [-0.052, 0.293, 0.063], [0.151, -0.143, 0.100], [-0.007, -0.050, -0.143], [-0.245, 0.102, 0.307], [0.003, -0.035, -0.048], [-0.051, 0.075, -0.070], [-0.035, -0.038, 0.059], [-0.002, 0.019, 0.010], [0.006, 0.041, 0.056], [-0.009, -0.016, -0.019], [0.045, -0.008, -0.170], [0.136, -0.027, -0.042], [0.009, 0.110, 0.024], [-0.057, -0.257, 0.007], [-0.003, 0.369, 0.065], [-0.046, -0.168, -0.217], [-0.067, -0.095, 0.118], [0.383, 0.146, -0.100], [-0.009, -0.054, 0.053], [-0.017, 0.064, 0.111], [0.068, -0.015, -0.037], [0.003, 0.024, -0.005], [0.016, 0.061, -0.041], [-0.017, -0.005, -0.001], [-0.140, -0.031, 0.120], [-0.136, -0.040, -0.055]],
  "lowdin_charge": [0.04, -0.28, -0.12, -0.17, -0.44, 0.86, -0.23, -0.07, -0.62, 0.15, 0.16, 0.03, -0.35, -0.20, 1.05, -0.19, -0.29, 0.12, 0.10, 0.12, -0.11, 0.12, 0.06, 0.11, 0.10, 0.14, 0.06, -0.54, 0.00, -0.22, -0.07, 0.01, 0.12, 0.12, 0.05, 0.08, 0.08, 0.10, 0.06, 0.05, 0.10, -0.53, 0.00, -0.24, -0.07, 0.01, 0.11, 0.10, 0.07, 0.05, 0.09, 0.09, 0.09, 0.07, 0.09, -0.51, 0.01, -0.23, -0.06, 0.02, 0.11, 0.12, 0.07, 0.08, 0.08, 0.10, 0.09, 0.07, 0.10, -0.52, -0.01, -0.24, -0.06, 0.03, 0.11, 0.12, 0.07, 0.08, 0.08, 0.10, 0.07, 0.07, 0.10, -0.53, -0.01, -0.23, -0.06, 0.01, 0.11, 0.12, 0.07, 0.08, 0.09, 0.10, 0.09, 0.07]
}


{
  "formula": "C15H18Cl3NO2PS2SiW",
  "method": "ωB97M-V/def2-TZVPD",
  "spin_multiplicity": 2,
  "orbital_gap_ev": [7.03, 6.82],
  "largest_force_ev_per_a": 3.800,
  "total_energy_ev": -99652.0199,
  "total_charge": 2,
  "symbols": ["W", "C", "C", "C", "C", "N", "C", "C", "C", "C", "C", "C", "C", "H", "H", "H", "H", "H", "H", "H", "H", "C", "C", "O", "P", "S", "S", "O", "C", "C", "H", "H", "H", "H", "H", "H", "H", "H", "H", "H", "Cl", "Si", "Cl", "Cl"],
  "coordinates": [[0.94847, -1.36085, -0.52019], [4.63163, 0.68438, -1.91674], [4.12853, 1.81786, -2.58697], [2.78555, 2.04212, -2.61992], [1.92411, 1.08930, -2.08046], [2.41109, -0.04801, -1.52515], [3.75628, -0.17760, -1.38178], [0.45901, 1.17455, -2.00514], [-0.20648, 2.36465, -2.40532], [-1.61847, 2.44040, -2.33762], [-2.40563, 1.32360, -1.91149], [-1.75151, 0.11526, -1.55314], [-0.30960, 0.03445, -1.60652], [5.68632, 0.50035, -1.74887], [4.87190, 2.46755, -3.08630], [2.44963, 2.81140, -3.26956], [4.07444, -1.05057, -0.79286], [0.41549, 3.17149, -2.71773], [-2.04433, 3.29492, -2.76877], [-3.45944, 1.42953, -2.11648], [-2.40951, -0.76208, -1.45534], [0.60102, -3.38825, 3.83058], [-0.80841, -2.71780, 3.69833], [-0.69162, -1.38908, 3.07622], [-1.00166, -0.79731, 1.70571], [-1.13233, -2.23310, 0.28084], [0.64657, 0.29570, 1.25766], [-2.29886, 0.07598, 1.67533], [-2.56880, 1.48550, 1.92334], [-3.39458, 1.63945, 3.19558], [0.88104, -3.93046, 3.01008], [0.62563, -4.11201, 4.61117], [1.31025, -2.58681, 4.08200], [-1.35344, -2.54285, 4.65357], [-1.48629, -3.31148, 3.09805], [-3.02078, 1.93374, 1.07753], [-1.56408, 1.94130, 1.97799], [-4.40999, 1.25940, 2.99840], [-3.50504, 2.60600, 3.44448], [-3.06027, 1.11918, 4.07384], [0.74913, -1.17419, -4.65883], [0.12094, -1.62981, -2.79227], [-1.40918, -2.91196, -2.98702], [2.43326, -2.99384, -0.82624]],
  "atomic_forces_ev_per_a": [[0.098, -0.581, -0.074], [0.631, 1.320, -0.242], [2.003, -0.478, 0.014], [-0.280, -0.697, -0.625], [-0.191, -0.656, 0.485], [-0.336, 0.986, 0.780], [-0.950, -1.882, 0.911], [-1.496, 1.374, -1.179], [-0.524, -1.917, 1.172], [1.497, -2.250, 0.399], [2.159, 0.500, -0.956], [-0.478, 1.457, -1.247], [-0.660, 0.664, -0.492], [-0.047, 0.175, -0.279], [-0.806, -0.195, 0.335], [-0.592, 0.793, 0.028], [-0.020, 0.548, -0.541], [-0.077, 0.674, -0.272], [-0.920, 1.113, -0.192], [-0.260, -0.432, 0.548], [0.718, 0.420, 0.325], [-1.588, 2.755, 1.734], [0.141, -0.853, 0.714], [-0.135, -0.240, 0.862], [-0.215, 1.235, 0.204], [0.413, -0.486, 0.011], [0.310, 0.001, -0.309], [0.078, -1.413, -0.502], [1.825, 0.312, 1.968], [-0.707, -3.330, -1.690], [0.687, -0.915, -2.561], [-0.306, -0.332, 0.970], [-0.011, -0.411, -0.142], [0.829, -0.001, -0.573], [-0.057, -0.134, -0.313], [-0.768, -0.112, -0.963], [-0.428, 0.108, 0.313], [0.289, 0.071, 0.016], [-0.226, 3.636, 0.715], [0.693, -0.370, 0.144], [0.144, 0.112, 0.614], [-0.278, 0.073, -0.297], [-0.229, -0.143, -0.125], [0.069, -0.498, 0.315]],
  "lowdin_charge": [0.73, 0.00, 0.02, 0.03, -0.23, -0.10, -0.13, -0.22, 0.04, 0.03, 0.00, -0.15, -0.56, 0.14, 0.15, 0.12, 0.09, 0.11, 0.11, 0.12, 0.07, -0.02, -0.17, -0.31, 0.01, 0.46, 0.47, -0.28, -0.20, -0.03, 0.04, 0.08, 0.10, 0.14, 0.10, 0.10, 0.10, 0.10, 0.05, 0.09, 0.42, -0.25, 0.41, 0.22]
}


{
  "formula": "C7H12",
  "method": "ωB97M-V/def2-TZVPD",
  "orbital_gap_ev": 9.94,
  "largest_force_ev_per_a": 0.675,
  "total_energy_ev": -7449.9979,
  "symbols": ["C", "C", "C", "C", "C", "C", "C", "H", "H", "H", "H", "H", "H", "H", "H", "H", "H", "H", "H"],
  "coordinates": [[-2.78931, 0.90010, 0.23414], [-1.61976, 0.36634, -0.58351], [-0.51830, -0.24519, 0.27568], [0.65197, -0.75264, -0.56593], [1.84872, -2.21581, 0.58848], [1.95950, -0.97149, 0.24171], [2.98108, 0.11512, 0.36839], [-3.27721, 0.09765, 0.79821], [-2.44768, 1.65168, 0.95489], [-3.54286, 1.36730, -0.40800], [-1.97786, -0.38310, -1.30107], [-1.18757, 1.17930, -1.18112], [-0.91170, -1.09061, 0.85334], [-0.17333, 0.49005, 1.01469], [0.34760, -1.66814, -1.08987], [0.92832, -0.03634, -1.34947], [2.54504, 1.02194, 0.79883], [3.35276, 0.36966, -0.63021], [3.83060, -0.19581, 0.98081]],
  "atomic_forces_ev_per_a": [[-0.065, 0.027, 0.060], [0.043, 0.004, -0.107], [0.022, 0.029, 0.098], [-0.151, -0.003, -0.136], [0.280, 0.551, -0.119], [-0.085, -0.658, 0.124], [0.004, 0.019, 0.005], [0.064, 0.095, -0.069], [-0.058, -0.085, -0.089], [0.090, -0.068, 0.103], [0.034, 0.074, 0.067], [-0.061, -0.060, 0.043], [0.042, 0.128, -0.035], [0.014, -0.034, -0.130], [0.063, 0.159, 0.095], [-0.047, -0.067, 0.032], [0.016, -0.127, -0.008], [-0.033, -0.015, 0.124], [-0.174, 0.030, -0.059]],
  "lowdin_charge": [-0.12, -0.28, -0.23, -0.22, 0.23, -0.46, -0.06, 0.07, 0.07, 0.07, 0.11, 0.11, 0.12, 0.12, 0.11, 0.12, 0.08, 0.08, 0.08]
}


{
  "formula": "C6H14Si2",
  "method": "ωB97M-V/def2-TZVPD",
  "orbital_gap_ev": 10.83,
  "largest_force_ev_per_a": 0.941,
  "total_energy_ev": -22204.2251,
  "smiles": "C[SiH](C)C#C[SiH](C)C",
  "symbols": ["C", "C", "C", "C", "C", "C", "Si", "Si", "H", "H", "H", "H", "H", "H", "H", "H", "H", "H", "H", "H", "H", "H"],
  "coordinates": [[0.78550, 0.27947, 0.21198], [-0.07575, -0.35376, 0.78216], [2.91289, 0.10148, -1.95975], [1.31427, 2.74949, -1.50863], [-2.80180, -0.11242, 2.11555], [-2.03957, -2.67503, 0.49346], [2.10889, 1.24032, -0.66522], [-1.39945, -1.31419, 1.65906], [2.18990, -0.23339, -2.69864], [3.71604, 0.60631, -2.48950], [3.33318, -0.78281, -1.48989], [0.57089, 2.45074, -2.24275], [0.81833, 3.38521, -0.78109], [2.05826, 3.35391, -2.02054], [-3.23723, 0.34506, 1.23128], [-3.59995, -0.61763, 2.65240], [-2.43392, 0.68855, 2.75001], [-2.46548, -2.25509, -0.41378], [-1.23599, -3.34339, 0.19844], [-2.80873, -3.27610, 0.97088], [3.10409, 1.67468, 0.33160], [-0.81434, -1.91139, 2.87297]],
  "atomic_forces_ev_per_a": [[0.360, 0.268, -0.173], [-0.293, -0.272, 0.262], [-0.214, 0.347, 0.482], [0.259, -0.462, 0.349], [0.498, -0.378, -0.082], [0.274, 0.406, 0.402], [-0.370, -0.089, -0.855], [-0.681, 0.199, -0.618], [-0.185, 0.014, -0.044], [0.115, 0.153, -0.037], [0.053, -0.121, 0.124], [-0.083, -0.155, -0.072], [-0.063, 0.067, 0.156], [0.181, 0.037, -0.051], [0.018, 0.003, -0.190], [-0.083, -0.157, 0.082], [0.108, 0.104, 0.101], [-0.030, 0.166, -0.086], [0.162, -0.077, -0.015], [-0.111, -0.045, 0.151], [0.035, 0.007, 0.064], [0.050, -0.016, 0.053]],
  "lowdin_charge": [-0.20, -0.20, -0.22, -0.22, -0.22, -0.22, 0.54, 0.54, 0.03, 0.02, 0.02, 0.03, 0.02, 0.02, 0.03, 0.02, 0.02, 0.03, 0.02, 0.02, -0.02, -0.02]
}


> What is the formula in the third record?

C7H12